Entry 1:
# C16H24O16Rb3S

A molecular structure, C16H24O16Rb3S at a distorted geometry (ωB97M-V with the def2-TZVPD basis set, the OMol25 dataset).

Results
Kohn-Sham gap (spin up / spin down) ... 3.0 / 8.5 eV
Net charge ... 0
2S+1 ... 2
Molecular weight ... 760.82 g/mol
Total energy ... -2298.4161 Ha
Lowest unoccupied orbital energy (spin up / spin down) ... -0.0431 / -0.0389 Eh

Last column: Mulliken charge in e.
Geometry (Å):
Rb -0.3076 -2.6589 -4.2949  0.539
Rb 3.0472 -3.8486 -2.6535  0.595
Rb 3.6106 -1.1069 0.5925  0.833
S 1.4413 -0.7679 -2.0584  1.221
O 0.7554 -2.0472 -1.7726  -0.956
O -2.8801 -1.0419 -2.8719  -0.320
O -2.4020 -4.6170 4.6089  -0.564
O 1.5833 3.1843 3.0677  -0.385
O -0.1590 -4.2082 4.6778  -0.348
O -2.9713 0.5059 -1.3015  -0.421
O -2.4334 5.0565 -3.0792  -0.637
O 1.2312 0.1722 -0.9877  -0.495
O 2.8715 -1.0555 -2.0517  -0.900
O -1.1152 -4.1546 2.7065  -0.394
O -0.8127 3.6712 -3.8271  -0.401
O 0.0334 1.6063 3.3505  -0.396
O 0.6542 2.9781 5.1121  -0.577
O -3.3701 1.0835 -3.4434  -0.577
O -1.1103 3.7552 -1.6578  -0.365
O 1.0508 -0.3023 -3.3611  -0.771
C -0.1902 2.7321 -1.8387  1.201
C -1.5431 4.2080 -2.8409  0.529
C 1.4148 2.5627 1.8768  0.757
C 0.9111 -4.0000 3.8351  -0.517
C -2.7515 -0.7693 0.7176  -1.677
C 0.3337 1.4807 1.9918  0.517
C 1.4566 3.1192 -3.8022  -1.556
C 0.7691 2.6194 3.9412  0.453
C 2.8195 2.1445 1.4808  -1.061
C -2.2337 -0.5010 -0.6839  2.524
C -2.6223 -1.6711 -1.6456  -0.540
C -3.0870 0.2376 -2.6114  0.606
C 0.5450 -2.7789 1.6680  -0.484
C 0.0538 2.7332 -3.3156  0.966
C -1.3379 -4.3503 4.0375  0.673
C 0.2757 -4.0512 2.4151  0.587
H 2.8462 1.6957 0.4879  -0.032
H 0.5024 -1.8992 2.3102  0.368
H 1.8179 4.0443 -3.3530  0.413
H -2.3937 -1.6752 1.2068  0.300
H -0.2803 1.7293 -3.5776  0.177
H 1.3972 -2.9584 1.0125  0.125
H 2.1986 2.3682 -3.5310  0.293
H -1.1639 -0.3529 -0.8310  -1.178
H 0.6080 -4.9387 1.8766  0.379
H 1.5464 3.3237 -4.8691  0.365
H -0.5978 1.7796 -1.5002  -1.067
H -3.8365 -0.8052 0.6194  0.443
H 1.4940 -3.0861 3.9500  0.285
H 0.8216 0.5162 1.8510  -0.227
H -0.3021 -2.6601 0.9924  -0.445
H 1.2205 3.3225 1.1199  0.137
H -1.7914 -2.3723 -1.5678  0.165
H -0.5207 1.6894 1.3479  0.174
H 1.5730 -4.8406 4.0431  0.287
H -2.5194 0.0147 1.4384  0.355
H 3.4842 3.0082 1.4662  0.328
H -3.5426 -2.1976 -1.3925  0.361
H 0.7388 2.9425 -1.3088  -0.016
H 3.1689 1.4322 2.2281  0.354



Entry 2:
# C31H51AsAuN2SbSi3

A molecular structure, C31H51AsAuN2SbSi3 (ωB97M-V with the def2-TZVPD basis set, the OMol25 dataset).

Results
Kohn-Sham gap ... 7.7 eV
Net charge ... 0
Energy above the lowest of the compared OMol25 structures with the same formula, charge and spin ... 0.4328 eV
Molecular weight ... 929.67 g/mol
Total energy ... -4801.6347 Ha
Lowest unoccupied orbital energy ... 0.0170 Eh

Last column: Mulliken charge in e.
Geometry (Å):
Au -1.9806 0.7392 -0.7282  0.094
Sb -0.5083 -2.2266 0.4967  0.109
As -1.5030 2.9991 -0.2204  0.812
Si 2.4323 -1.3543 1.8285  0.497
Si -3.7496 -1.8457 -0.1013  0.788
Si 2.3845 -2.8900 -0.9121  0.399
N -2.1970 -3.2672 -2.2665  -0.032
N 0.7586 0.3113 -1.3363  1.405
C 4.3076 -1.5904 1.8512  -1.273
C -2.8686 3.7531 0.9386  -1.297
C -1.6750 -1.7982 -4.5502  -0.571
C -1.6807 -1.1942 -3.3084  -0.535
C -4.3075 -0.7990 1.3727  -1.125
C 1.6057 -1.4778 0.1102  2.376
C 1.8523 -2.6855 3.0313  -1.110
C -1.0928 4.5128 -1.3551  -1.250
C -3.9002 -3.6216 0.4968  -1.107
C 1.2306 5.1716 1.0540  -0.086
C 0.0583 5.8037 3.4810  -0.802
C 0.9269 1.4298 -2.0437  -0.842
C 0.9101 6.7137 2.8708  -0.421
C 1.4988 6.3919 1.6564  -0.813
C 3.0417 0.4416 -0.7115  -0.497
C 0.3689 4.2540 1.6515  -0.008
C -2.1896 -3.8388 -3.4674  -0.675
C -0.2089 4.5849 2.8758  -0.300
C 2.1167 2.1230 -2.1279  -1.164
C 0.0520 2.9541 0.9839  0.609
C 1.7891 -0.2003 -0.6626  -2.097
C 1.3224 -3.2701 -2.3999  -0.987
C -4.9894 -1.5630 -1.4848  -1.173
C -1.9382 -3.1576 -4.6444  -0.525
C -1.9548 -1.9503 -2.1598  -0.866
C 2.5549 -4.4519 0.1163  -0.987
C 4.0834 -2.4545 -1.5937  -1.192
C -0.9612 -0.9198 2.1574  -0.181
C -2.0478 -1.3527 -0.7854  0.784
C 3.2039 1.6022 -1.4352  -1.183
C 2.1684 0.3625 2.5516  -1.101
H -0.2515 4.2915 -2.0098  0.251
H 2.1945 3.0244 -2.7205  0.516
H -3.9274 -1.1866 2.3205  0.358
H -4.8597 -0.5721 -1.9273  0.274
H -3.6617 -4.3202 -0.3045  0.277
H -1.4825 -0.1371 -3.2102  0.211
H -0.3425 -1.1318 3.0257  0.509
H 1.7036 4.9203 0.1109  0.501
H -0.8460 5.3487 -0.7023  0.421
H -4.9177 -3.8153 0.8486  0.396
H -2.5550 4.7042 1.3669  0.435
H 2.7778 -5.2849 -0.5558  0.428
H -3.7800 3.8911 0.3586  0.430
H 4.8122 -2.1587 -0.8398  0.316
H 4.6303 -2.5030 1.3499  0.307
H 2.7022 0.4360 3.5030  0.530
H 2.4673 -3.5789 2.9107  0.344
H 2.0125 -2.3157 4.0484  0.406
H 3.3665 -4.3919 0.8438  0.284
H 1.6327 -4.6930 0.6475  0.252
H 4.8731 -0.7536 1.4385  0.390
H -4.0185 0.2507 1.2895  0.177
H -0.3958 6.0411 4.4344  0.396
H -5.3991 -0.8436 1.4264  0.384
H -0.1886 2.1741 1.7051  -0.149
H -4.8719 -2.3044 -2.2773  0.272
H 1.9019 -3.8401 -3.1311  0.520
H -0.8669 3.8738 3.3622  0.417
H -1.9487 -3.6727 -5.5950  0.414
H 2.5787 1.1265 1.8870  0.273
H -2.3950 -4.9050 -3.4846  0.454
H -6.0110 -1.6338 -1.1032  0.446
H 4.4687 -3.3480 -2.0940  0.448
H -3.0711 3.0350 1.7321  0.310
H 4.5975 -1.6821 2.9027  0.449
H 0.8118 -2.9936 2.9511  0.273
H -0.8387 0.1169 1.8583  -0.361
H 0.8896 2.5940 0.3819  -0.447
H -3.2207 -3.8229 1.3295  0.298
H 4.0229 -1.6626 -2.3423  0.354
H 4.1688 2.0932 -1.4674  0.447
H -1.9631 4.7583 -1.9606  0.447
H 0.9659 -2.3586 -2.8884  0.183
H -2.0041 -1.0885 2.4216  -0.037
H -1.4695 -1.2131 -5.4386  0.414
H 2.1747 7.0901 1.1794  0.409
H 1.1209 7.6639 3.3435  0.395
H 1.1220 0.6019 2.7330  0.243
H 0.4488 -3.8643 -2.1297  0.167
H 0.0462 1.7847 -2.5737  0.559
H 3.8821 0.0163 -0.1844  0.334



Entry 3:
# C3H37O16S

16 unconnected molecules or ions with the total composition C3H37O16S at a distorted geometry (ωB97M-V with the def2-TZVPD basis set, the OMol25 dataset).

Results
Kohn-Sham gap ... 8.9 eV
Net charge ... -1
Molecular weight ... 361.38 g/mol
Total energy ... -1738.4926 Ha
Lowest unoccupied orbital energy ... 0.0829 Eh

Last column: Mulliken charge in e.
Geometry (Å):
S 1.6296 1.0177 -4.8756  -0.280
O -1.6467 -1.1884 1.0165  -0.733
O -4.1707 -2.1407 0.6246  -0.791
O 4.3818 -1.8884 2.1570  -0.629
O -0.4040 -1.9584 -2.6743  -0.611
O 2.0290 -1.8443 3.2482  -0.743
O -2.1756 -2.7932 3.6658  -0.654
O 0.4703 0.5617 0.8598  0.614
O 1.1677 -1.5761 -0.1182  -0.759
O -1.7912 0.3600 2.8696  -0.722
O 1.3802 2.6406 2.5262  -0.720
O -4.0223 0.1084 -0.4987  -0.676
O 1.4254 2.9402 -0.3460  -0.745
O -2.1049 -4.2407 -0.1072  -0.643
O -1.2923 3.9294 -1.6670  -0.656
O -1.6161 0.7381 -1.2339  -0.488
O 3.6503 -0.1203 0.5260  -0.646
C 1.4267 1.1304 -3.0419  0.318
C 2.4970 2.3921 -1.0467  -0.041
C 2.1859 2.4361 -2.6330  -1.005
H -2.0452 -1.9199 4.0789  0.348
H 0.6661 2.2092 -0.1528  0.345
H 2.7309 1.4264 -0.6117  0.104
H 1.6609 3.3620 -2.9421  0.345
H -1.0415 -2.6498 -2.7866  0.306
H 3.1880 2.4768 -3.0957  0.534
H 3.0156 -0.7581 0.2552  0.265
H -2.5809 0.8109 2.6370  0.251
H 1.6383 2.9643 1.6864  0.406
H 1.2752 0.1078 0.6384  -0.113
H -1.3607 -3.6381 -0.2509  0.316
H -2.3714 0.7733 -0.6230  0.189
H 2.1134 0.3386 -2.6708  0.198
H 3.4555 3.0512 -0.9514  0.280
H -1.1464 -1.4002 -2.2801  0.209
H 4.1159 -1.2333 2.8107  0.341
H -2.6114 -2.2793 2.8683  0.269
H 1.7604 -1.7249 2.3009  0.402
H 3.6522 0.0217 1.4633  0.283
H -4.6559 -1.8773 1.3995  0.343
H 0.5626 0.2368 -5.1241  0.128
H 3.6503 -2.4614 2.0125  0.292
H 1.4830 -1.1863 3.7260  0.327
H -4.2851 -0.8777 -0.3620  0.363
H -0.3577 0.0974 1.0344  0.380
H -0.4077 3.6092 -1.6183  0.262
H -1.2958 1.6056 -1.3936  0.183
H -2.3423 -0.6564 0.5672  0.240
H 0.7601 -1.1884 -0.8993  0.285
H -1.2780 4.1294 -2.6323  0.353
H -1.4376 -0.2447 2.0960  0.166
H -4.8374 0.5608 -0.6058  0.208
H -2.8548 -3.7222 -0.3691  0.313
H 0.6205 2.1723 2.1720  0.288
H 0.3074 -1.6148 0.3034  0.118
H -3.1806 -2.0210 0.7825  0.260
H 0.4139 0.9961 -2.7144  -0.178



- What is the net charge in the second record?
  0



Repeat the first record exactly.
# C16H24O16Rb3S

A molecular structure, C16H24O16Rb3S at a distorted geometry (ωB97M-V with the def2-TZVPD basis set, the OMol25 dataset).

Results
Kohn-Sham gap (spin up / spin down) ... 3.0 / 8.5 eV
Net charge ... 0
2S+1 ... 2
Molecular weight ... 760.82 g/mol
Total energy ... -2298.4161 Ha
Lowest unoccupied orbital energy (spin up / spin down) ... -0.0431 / -0.0389 Eh

Last column: Mulliken charge in e.
Geometry (Å):
Rb -0.3076 -2.6589 -4.2949  0.539
Rb 3.0472 -3.8486 -2.6535  0.595
Rb 3.6106 -1.1069 0.5925  0.833
S 1.4413 -0.7679 -2.0584  1.221
O 0.7554 -2.0472 -1.7726  -0.956
O -2.8801 -1.0419 -2.8719  -0.320
O -2.4020 -4.6170 4.6089  -0.564
O 1.5833 3.1843 3.0677  -0.385
O -0.1590 -4.2082 4.6778  -0.348
O -2.9713 0.5059 -1.3015  -0.421
O -2.4334 5.0565 -3.0792  -0.637
O 1.2312 0.1722 -0.9877  -0.495
O 2.8715 -1.0555 -2.0517  -0.900
O -1.1152 -4.1546 2.7065  -0.394
O -0.8127 3.6712 -3.8271  -0.401
O 0.0334 1.6063 3.3505  -0.396
O 0.6542 2.9781 5.1121  -0.577
O -3.3701 1.0835 -3.4434  -0.577
O -1.1103 3.7552 -1.6578  -0.365
O 1.0508 -0.3023 -3.3611  -0.771
C -0.1902 2.7321 -1.8387  1.201
C -1.5431 4.2080 -2.8409  0.529
C 1.4148 2.5627 1.8768  0.757
C 0.9111 -4.0000 3.8351  -0.517
C -2.7515 -0.7693 0.7176  -1.677
C 0.3337 1.4807 1.9918  0.517
C 1.4566 3.1192 -3.8022  -1.556
C 0.7691 2.6194 3.9412  0.453
C 2.8195 2.1445 1.4808  -1.061
C -2.2337 -0.5010 -0.6839  2.524
C -2.6223 -1.6711 -1.6456  -0.540
C -3.0870 0.2376 -2.6114  0.606
C 0.5450 -2.7789 1.6680  -0.484
C 0.0538 2.7332 -3.3156  0.966
C -1.3379 -4.3503 4.0375  0.673
C 0.2757 -4.0512 2.4151  0.587
H 2.8462 1.6957 0.4879  -0.032
H 0.5024 -1.8992 2.3102  0.368
H 1.8179 4.0443 -3.3530  0.413
H -2.3937 -1.6752 1.2068  0.300
H -0.2803 1.7293 -3.5776  0.177
H 1.3972 -2.9584 1.0125  0.125
H 2.1986 2.3682 -3.5310  0.293
H -1.1639 -0.3529 -0.8310  -1.178
H 0.6080 -4.9387 1.8766  0.379
H 1.5464 3.3237 -4.8691  0.365
H -0.5978 1.7796 -1.5002  -1.067
H -3.8365 -0.8052 0.6194  0.443
H 1.4940 -3.0861 3.9500  0.285
H 0.8216 0.5162 1.8510  -0.227
H -0.3021 -2.6601 0.9924  -0.445
H 1.2205 3.3225 1.1199  0.137
H -1.7914 -2.3723 -1.5678  0.165
H -0.5207 1.6894 1.3479  0.174
H 1.5730 -4.8406 4.0431  0.287
H -2.5194 0.0147 1.4384  0.355
H 3.4842 3.0082 1.4662  0.328
H -3.5426 -2.1976 -1.3925  0.361
H 0.7388 2.9425 -1.3088  -0.016
H 3.1689 1.4322 2.2281  0.354



- Among the records above, which one has the lowest molecular weight?
  C3H37O16S